A | DFT (ωB97M-V/def2-TZVPD) results for 2 unconnected molecules or ions with the total composition C4H12NO2.

Computed properties:
* gap between HOMO and LUMO: 7.99 eV
* charge: -1
* LUMO: 4.09 eV
* multiplicity: 1

Positions of all 19 atoms, in Å:
C: -0.715 -0.928 1.220
N: -0.493 -1.015 -0.202
C: -1.681 0.982 -0.900
C: -0.336 0.281 -0.875
C: 0.783 1.167 -0.294
O: 2.024 0.590 -0.365
H: -1.737 -0.593 1.429
H: -0.042 -0.258 1.741
H: -0.544 -1.905 1.654
H: 0.387 -1.484 -0.289
H: -1.731 1.854 -1.571
H: -2.443 0.289 -1.270
H: -2.001 1.342 0.085
H: 0.077 0.026 -1.871
H: 0.793 2.067 -0.920
H: 0.534 1.497 0.724
H: 2.120 -0.347 0.087
H: 2.921 -1.916 1.010
O: 2.085 -1.651 0.607

Table of natural (NBO) atomic charges, one value per atom, all in e: -0.412, -0.663, -0.622, -0.083, -0.052, -0.815, 0.150, 0.173, 0.206, 0.417, 0.191, 0.207, 0.195, 0.187, 0.133, 0.121, 0.505, 0.425, -1.263

=====

B | DFT (ωB97M-V/def2-TZVPD) results for 2 unconnected molecules or ions with the total composition C4H12NO2.

Computed properties:
* gap between HOMO and LUMO: 7.88 eV
* charge: -1
* LUMO: 4.33 eV
* multiplicity: 1

Positions of all 19 atoms, in Å:
C: 0.115 -0.943 -1.405
O: -1.180 -0.637 -1.172
C: 1.093 0.218 -1.175
C: 1.437 0.559 0.300
C: 0.283 0.596 1.272
N: -0.549 1.800 1.095
H: 0.490 -1.789 -0.796
H: 0.281 -1.280 -2.454
H: 2.053 0.028 -1.650
H: 0.642 1.110 -1.619
H: 2.180 -0.156 0.659
H: 1.959 1.523 0.250
H: 0.648 0.516 2.292
H: -0.310 -0.309 1.106
H: -0.833 1.766 0.113
H: -1.433 1.604 1.561
H: -2.716 -2.194 0.615
H: -1.851 -1.028 0.047
O: -2.309 -1.382 0.961

Table of natural (NBO) atomic charges, one value per atom, all in e: -0.025, -0.936, -0.417, -0.396, -0.237, -0.857, 0.094, 0.096, 0.171, 0.180, 0.180, 0.180, 0.157, 0.222, 0.362, 0.350, 0.437, 0.505, -1.068

=====

C | DFT (ωB97M-V/def2-TZVPD) results for 2 unconnected molecules or ions with the total composition C4H12NO2.

Computed properties:
* gap between HOMO and LUMO: 6.80 eV
* charge: -1
* LUMO: 4.02 eV
* multiplicity: 1

Positions of all 19 atoms, in Å:
C: -0.612 0.547 1.444
C: 0.336 -0.452 0.758
C: 1.779 0.026 0.904
N: -0.161 -0.781 -0.570
C: 0.261 0.221 -1.672
O: 1.521 0.079 -2.099
H: -0.796 1.427 0.806
H: -0.071 1.122 2.209
H: -1.529 0.153 1.869
H: 0.211 -1.393 1.316
H: 1.797 1.118 0.786
H: 2.410 -0.291 0.071
H: 2.243 -0.222 1.857
H: 0.264 -1.650 -0.880
H: 0.199 1.188 -1.136
H: -0.475 0.009 -2.475
H: -2.791 0.271 -1.381
H: -1.797 -0.776 -0.844
O: -2.789 -0.596 -0.965

Table of natural (NBO) atomic charges, one value per atom, all in e: -0.619, -0.043, -0.653, -0.703, 0.115, -0.959, 0.207, 0.186, 0.208, 0.169, 0.195, 0.265, 0.182, 0.358, 0.084, 0.093, 0.447, 0.495, -1.025

=====

Which one sits at the bottom of the stability order? C does.

=====

A | DFT (ωB97M-V/def2-TZVPD) results for a gas-phase ion, C5H11N2O2S (charge +1).

Computed properties:
* SMILES string: C[N@H+]1CCNC(=S(=O)=O)C1
* gap between HOMO and LUMO (spin up / spin down): 8.03 / 8.03 eV
* charge: +1
* LUMO (spin up / spin down): -4.58 / -4.58 eV
* multiplicity: 1

Positions of all 21 atoms, in Å:
C: -0.633 0.330 -2.079
C: -0.623 -0.834 -1.011
C: 0.476 1.787 -0.479
C: 0.724 0.576 0.446
C: -0.407 -1.373 1.419
N: 0.016 1.427 -1.741
N: -0.513 -0.260 0.427
O: -2.580 2.103 -3.333
O: -3.088 -0.285 -3.101
S: -2.486 0.866 -2.595
H: -1.665 -1.404 -1.017
H: 0.329 -1.313 -1.162
H: -0.171 2.609 0.017
H: 1.568 2.354 -0.502
H: 1.527 -0.113 0.206
H: 0.872 0.977 1.413
H: -0.265 -0.907 2.464
H: -1.355 -1.894 1.406
H: 0.353 -2.038 0.920
H: -0.031 2.168 -2.451
H: -1.317 0.295 0.673

Table of natural (NBO) atomic charges, one value per atom, all in e: 0.006, -0.319, -0.263, -0.236, -0.423, -0.549, -0.356, -0.865, -0.879, 1.766, 0.292, 0.249, 0.236, 0.260, 0.234, 0.244, 0.255, 0.240, 0.236, 0.441, 0.432

=====

B | DFT (ωB97M-V/def2-TZVPD) results for a gas-phase ion, C5H11N2O2S (charge +1).

Computed properties:
* SMILES string: C[C@H]1C(=O)S[C@](N)(O)[N@@H+]1C
* gap between HOMO and LUMO: 10.54 eV
* charge: +1
* LUMO: -3.71 eV
* multiplicity: 1

Positions of all 21 atoms, in Å:
C: -2.431 0.650 0.113
C: -0.936 0.980 0.373
C: -0.829 -1.465 0.061
C: -0.565 2.348 -0.150
C: 1.302 -0.121 0.370
N: -0.328 -2.370 -1.031
N: -0.118 -0.135 -0.118
O: -3.163 1.567 -0.125
O: -0.429 -1.830 1.316
S: -2.820 -1.066 -0.061
H: -0.745 1.013 1.514
H: -1.046 2.428 -1.108
H: 0.526 2.367 -0.144
H: -0.875 3.160 0.590
H: 1.299 0.152 1.393
H: 1.722 -1.085 0.306
H: 1.746 0.653 -0.206
H: 0.257 -3.082 -0.601
H: -1.054 -2.546 -1.745
H: -0.167 0.060 -1.080
H: -1.056 -2.507 1.604

Table of natural (NBO) atomic charges, one value per atom, all in e: 0.379, -0.151, 0.516, -0.628, -0.392, -0.893, -0.389, -0.467, -0.709, 0.237, 0.254, 0.241, 0.220, 0.278, 0.235, 0.247, 0.233, 0.414, 0.425, 0.434, 0.517

=====

Which one sits at the bottom of the stability order? A does.

=====

A | DFT (ωB97M-V/def2-TZVPD) results for 6 unconnected molecules or ions with the total composition C36H86O20P2.

Computed properties:
* SMILES string: CCOP(=O)(OCC)OCC.CCOP(=O)(OCC)OCC.COCCOCCOC.COCCOCCOC.COCCOCCOC.COCCOCCOC
* gap between HOMO and LUMO: 9.83 eV
* LUMO: 0.50 eV
* multiplicity: 1

Positions of all 144 atoms, in Å:
C: -6.329 0.142 -2.395
O: -6.419 -0.672 -1.246
C: -6.926 0.002 -0.124
C: -6.989 -0.964 1.037
O: -5.802 -1.672 1.317
C: -4.567 -0.970 1.136
C: -4.388 0.108 2.186
O: -3.008 0.272 2.412
C: -2.779 1.152 3.501
H: -7.210 0.767 -2.562
H: -6.251 -0.505 -3.270
H: -5.382 0.683 -2.283
H: -7.920 0.418 -0.345
H: -6.303 0.880 0.126
H: -7.772 -1.694 0.803
H: -7.385 -0.461 1.933
H: -4.463 -0.585 0.124
H: -3.840 -1.748 1.364
H: -4.847 -0.247 3.117
H: -4.828 1.052 1.842
H: -3.049 0.614 4.415
H: -3.373 2.065 3.385
H: -1.736 1.459 3.530
C: 4.518 1.079 -1.734
O: 5.166 0.486 -2.841
C: 5.256 -0.928 -2.824
C: 4.588 -1.526 -4.065
O: 3.994 -2.738 -3.673
C: 3.538 -3.552 -4.726
C: 2.589 -2.867 -5.683
O: 1.538 -2.353 -4.952
C: 0.567 -1.700 -5.742
H: 3.456 1.270 -1.928
H: 5.000 2.048 -1.597
H: 4.599 0.457 -0.839
H: 4.829 -1.368 -1.923
H: 6.329 -1.147 -2.882
H: 5.328 -1.674 -4.860
H: 3.822 -0.822 -4.408
H: 3.034 -4.408 -4.272
H: 4.374 -3.987 -5.300
H: 2.300 -3.577 -6.478
H: 3.131 -2.092 -6.254
H: -0.035 -2.478 -6.234
H: 1.051 -1.056 -6.480
H: -0.101 -1.112 -5.117
C: 2.031 -1.292 9.065
O: 3.282 -1.826 8.704
C: 3.229 -2.748 7.635
C: 2.964 -2.088 6.304
O: 2.866 -2.979 5.222
C: 1.798 -3.895 5.307
C: 1.337 -4.259 3.914
O: 0.815 -3.160 3.197
C: 1.747 -2.472 2.402
H: 2.208 -0.624 9.910
H: 1.336 -2.058 9.426
H: 1.592 -0.684 8.271
H: 2.556 -3.577 7.884
H: 4.239 -3.174 7.633
H: 3.771 -1.402 6.048
H: 2.048 -1.480 6.386
H: 0.975 -3.482 5.902
H: 2.120 -4.835 5.779
H: 0.513 -4.973 3.982
H: 2.172 -4.758 3.405
H: 1.774 -2.918 1.398
H: 2.741 -2.463 2.845
H: 1.372 -1.457 2.258
C: -7.941 0.010 -4.713
O: -6.816 0.810 -5.042
C: -5.949 0.202 -5.969
C: -4.774 -0.476 -5.317
O: -5.189 -1.772 -4.896
C: -4.187 -2.503 -4.233
C: -3.387 -3.397 -5.176
O: -2.463 -4.166 -4.430
C: -2.931 -5.428 -4.035
H: -7.610 -0.850 -4.127
H: -8.538 -0.300 -5.576
H: -8.615 0.623 -4.112
H: -5.562 0.953 -6.666
H: -6.492 -0.531 -6.574
H: -4.402 0.066 -4.444
H: -3.989 -0.570 -6.082
H: -4.657 -3.160 -3.491
H: -3.520 -1.848 -3.661
H: -2.773 -2.758 -5.826
H: -3.985 -3.998 -5.867
H: -3.482 -5.967 -4.812
H: -3.652 -5.355 -3.202
H: -2.080 -5.983 -3.647
C: -3.156 3.304 -1.743
C: -2.069 2.611 -2.521
O: -1.706 1.468 -1.730
P: -0.438 0.589 -2.038
O: -0.100 0.557 -3.464
O: 0.721 1.114 -1.096
C: 0.440 1.346 0.300
C: 0.385 2.829 0.571
O: -0.871 -0.786 -1.404
C: 0.128 -1.840 -1.344
C: -0.190 -2.929 -2.315
H: -3.892 2.526 -1.541
H: -2.778 3.668 -0.788
H: -3.528 4.171 -2.288
H: -2.376 2.291 -3.514
H: -1.198 3.267 -2.615
H: -0.501 0.865 0.581
H: 1.234 0.873 0.876
H: 1.283 3.309 0.166
H: -0.484 3.377 0.215
H: 0.469 3.045 1.642
H: 1.107 -1.413 -1.574
H: 0.113 -2.144 -0.299
H: -0.825 -2.654 -3.157
H: 0.696 -3.410 -2.726
H: -0.765 -3.755 -1.876
C: 5.425 7.084 0.736
C: 4.283 6.887 1.711
O: 4.800 5.997 2.752
P: 3.864 4.933 3.438
O: 2.607 5.466 3.969
O: 3.693 3.824 2.330
C: 3.366 2.430 2.692
C: 4.631 1.673 3.054
O: 4.810 4.277 4.511
C: 5.257 5.049 5.624
C: 6.507 4.411 6.184
H: 5.841 6.149 0.372
H: 5.081 7.727 -0.075
H: 6.213 7.621 1.266
H: 4.093 7.828 2.217
H: 3.427 6.398 1.255
H: 2.623 2.519 3.485
H: 2.917 2.093 1.763
H: 4.497 0.621 2.793
H: 5.431 2.093 2.449
H: 4.831 1.718 4.119
H: 5.400 6.086 5.311
H: 4.506 5.104 6.418
H: 7.261 4.200 5.432
H: 6.897 5.005 7.014
H: 6.241 3.479 6.694

Mulliken atomic charge list, values in e, 99 entries: 1.199, -0.427, -0.345, -0.685, -0.494, 0.053, -0.605, -0.043, -0.852, 0.344, -1.175, -0.226, 0.498, 0.169, 0.411, 0.310, 0.075, 0.341, 0.341, 0.239, 0.340, 0.340, 0.175, -0.489, -0.411, -0.492, -0.255, -0.297, -0.825, -0.624, 0.064, -0.580, 0.226, 0.242, 0.304, 0.349, 0.203, 0.259, 0.220, 0.380, 0.372, 0.416, 0.383, 0.255, 0.346, 0.031, -0.694, -0.379, -0.339, -0.445, -0.308, -0.342, -0.918, -0.271, -0.364, 0.263, 0.292, 0.286, 0.398, 0.241, 0.252, 0.353, 0.407, 0.304, 0.378, 0.361, 0.257, 0.333, -0.060, -0.872, -0.360, -0.847, 0.046, -0.451, -0.009, -0.602, -0.116, -0.903, 0.472, 0.359, 0.247, 0.423, 0.361, 0.006, 0.502, 0.393, 0.038, 0.121, 0.363, 0.389, 0.320, 0.230, -0.889, -0.433, 0.605, -0.186, -0.845, -0.122, 0.649

=====

B | DFT (ωB97M-V/def2-TZVPD) results for 6 unconnected molecules or ions with the total composition C36H86O20P2.

Computed properties:
* SMILES string: CCOP(=O)(OCC)OCC.CCOP(=O)(OCC)OCC.COCCOCCOC.COCCOCCOC.COCCOCCOC.COCCOCCOC
* gap between HOMO and LUMO: 9.49 eV
* LUMO: 0.27 eV
* multiplicity: 1

Positions of all 144 atoms, in Å:
C: 7.972 1.717 2.151
O: 7.377 1.552 3.460
C: 7.668 0.400 4.170
C: 7.006 0.480 5.515
O: 5.640 0.774 5.547
C: 4.831 0.193 4.501
C: 4.749 -1.414 4.791
O: 3.399 -1.964 4.390
C: 3.277 -3.331 4.806
H: 9.027 1.450 2.088
H: 7.958 2.769 1.865
H: 7.245 1.218 1.511
H: 8.752 0.303 4.225
H: 7.364 -0.502 3.640
H: 7.570 1.253 6.037
H: 7.235 -0.374 6.153
H: 5.134 0.438 3.483
H: 3.875 0.616 4.810
H: 4.788 -1.570 5.869
H: 5.557 -1.886 4.231
H: 3.167 -3.135 5.873
H: 4.182 -3.864 4.516
H: 2.460 -3.927 4.398
C: -3.862 0.250 -5.788
O: -4.484 1.432 -6.358
C: -5.156 2.365 -5.479
C: -4.655 3.805 -5.657
O: -4.737 4.454 -4.324
C: -4.574 5.844 -4.343
C: -3.252 6.343 -5.038
O: -2.155 5.701 -4.325
C: -0.811 6.032 -4.802
H: -2.785 0.300 -5.628
H: -3.992 -0.438 -6.623
H: -4.324 -0.068 -4.853
H: -5.155 2.060 -4.433
H: -6.161 2.391 -5.900
H: -5.264 4.282 -6.425
H: -3.616 3.750 -5.982
H: -4.600 6.218 -3.319
H: -5.437 6.334 -4.794
H: -3.241 7.432 -5.089
H: -3.324 6.137 -6.106
H: -0.729 7.023 -4.357
H: -0.817 6.028 -5.892
H: 0.059 5.481 -4.442
C: -5.134 -6.285 8.549
O: -6.463 -5.812 8.145
C: -6.526 -4.357 7.824
C: -5.910 -3.844 6.461
O: -5.967 -2.449 6.103
C: -5.305 -1.513 7.013
C: -4.796 -0.247 6.287
O: -3.808 -0.497 5.385
C: -4.208 -0.751 3.950
H: -5.266 -7.345 8.763
H: -4.747 -5.910 9.496
H: -4.417 -6.261 7.729
H: -6.269 -3.821 8.738
H: -7.612 -4.280 7.760
H: -6.363 -4.313 5.588
H: -4.874 -4.181 6.479
H: -4.506 -2.016 7.557
H: -6.004 -1.100 7.741
H: -4.299 0.446 6.965
H: -5.690 0.248 5.905
H: -4.193 0.199 3.415
H: -5.172 -1.249 3.842
H: -3.404 -1.304 3.465
C: 9.419 8.432 -0.365
O: 9.049 7.741 -1.483
C: 7.949 8.409 -2.212
C: 6.540 7.777 -1.891
O: 6.060 8.398 -0.671
C: 4.798 8.041 -0.199
C: 3.765 9.016 -0.654
O: 2.497 8.706 -0.132
C: 2.172 9.446 1.063
H: 8.570 8.254 0.295
H: 9.741 9.472 -0.420
H: 10.320 7.971 0.039
H: 8.052 8.347 -3.295
H: 7.963 9.475 -1.986
H: 6.496 6.700 -1.730
H: 5.917 8.096 -2.726
H: 4.721 8.120 0.885
H: 4.564 6.998 -0.416
H: 3.654 8.851 -1.726
H: 3.983 10.082 -0.593
H: 2.472 10.489 1.168
H: 2.692 9.048 1.934
H: 1.122 9.243 1.276
C: 5.025 -1.182 -1.990
C: 4.039 -0.136 -2.666
O: 3.050 0.165 -1.641
P: 1.625 0.862 -1.871
O: 1.782 1.804 -2.998
O: 0.528 -0.305 -1.984
C: 0.497 -1.340 -0.984
C: 1.103 -2.511 -1.654
O: 1.252 1.634 -0.522
C: -0.090 2.262 -0.405
C: -0.140 3.785 -0.423
H: 5.344 -0.678 -1.078
H: 4.532 -2.109 -1.701
H: 5.792 -1.477 -2.706
H: 4.483 0.778 -3.061
H: 3.540 -0.673 -3.472
H: 1.082 -1.095 -0.098
H: -0.525 -1.528 -0.654
H: 0.576 -2.682 -2.593
H: 2.171 -2.580 -1.857
H: 0.870 -3.438 -1.129
H: -0.702 1.888 -1.226
H: -0.425 1.817 0.531
H: 0.673 4.357 -0.871
H: -1.057 4.195 -0.847
H: -0.126 4.246 0.565
C: -3.540 -8.492 -6.536
C: -2.543 -8.802 -5.363
O: -3.493 -8.968 -4.366
P: -3.236 -8.530 -2.838
O: -1.989 -9.103 -2.281
O: -3.252 -6.917 -2.863
C: -3.584 -6.220 -1.688
C: -5.122 -6.163 -1.541
O: -4.578 -9.053 -2.061
C: -4.921 -10.489 -1.945
C: -6.365 -10.578 -1.653
H: -4.274 -7.702 -6.373
H: -2.902 -8.337 -7.405
H: -4.098 -9.416 -6.686
H: -2.132 -9.797 -5.538
H: -1.896 -7.969 -5.089
H: -3.041 -6.772 -0.920
H: -3.096 -5.273 -1.919
H: -5.371 -5.241 -1.014
H: -5.461 -6.125 -2.576
H: -5.498 -6.986 -0.933
H: -4.581 -11.000 -2.846
H: -4.445 -11.069 -1.155
H: -6.993 -9.956 -2.292
H: -6.692 -11.614 -1.572
H: -6.543 -10.313 -0.610

Mulliken atomic charge list, values in e, 99 entries: -0.599, -0.350, -0.425, -0.637, -0.445, -0.224, -0.393, -0.327, -0.676, 0.297, 0.241, 0.164, 0.498, 0.267, 0.396, 0.331, 0.214, 0.331, 0.312, 0.224, 0.296, 0.256, 0.250, -0.606, -0.353, -0.496, -0.240, -0.321, -0.662, -0.596, -0.199, -0.787, 0.254, 0.226, 0.290, 0.399, 0.187, 0.277, 0.216, 0.349, 0.387, 0.465, 0.364, 0.322, 0.278, 0.249, -0.723, -0.363, -0.403, -0.499, -0.326, -0.359, -0.699, -0.356, -0.622, 0.276, 0.297, 0.293, 0.369, 0.264, 0.288, 0.377, 0.388, 0.304, 0.370, 0.342, 0.291, 0.269, 0.223, -0.638, -0.389, -0.596, -0.426, -0.278, -0.412, -0.431, -0.316, -0.798, 0.262, 0.273, 0.262, 0.407, 0.338, 0.379, 0.307, 0.284, 0.286, 0.198, 0.364, 0.350, 0.320, 0.254, -0.998, -0.347, -0.088, 0.775, -0.793, -0.238, -0.136

=====

Which one sits at the bottom of the stability order? B does.